Record 1
This record from the Open Molecules 2025 dataset describes 11 unconnected molecules or ions with the total composition C27H71N5O11S6 in a non-equilibrium geometry. The level of theory is ωB97M-V with the def2-TZVPD basis set.

Last column: Löwdin charge in e.
Cartesian coordinates (Å):
H (-8.3785, 1.7275, -2.1302)  0.058
S (-6.7188, -0.0484, -1.4901)  0.825
O (4.3799, 0.5176, 0.7203)  -0.602
H (2.8207, -1.7797, 4.0593)  0.095
C (1.9149, -1.7412, 3.4543)  0.000
O (-5.8848, 1.0553, -0.8831)  -0.584
H (-4.2387, -4.1879, -0.0395)  0.068
H (3.2871, 2.7336, -1.0393)  0.006
O (-3.1381, -4.9267, 2.6876)  -0.574
C (3.8659, -4.3286, 1.7380)  -0.548
H (6.7489, -2.8745, -1.6739)  0.081
H (-0.2696, -2.5719, 3.2014)  0.124
H (5.1724, -3.3463, -1.6988)  0.060
H (-5.6104, 2.1825, 2.0714)  0.059
H (-1.1178, 0.9202, -3.0263)  0.044
H (-4.4981, 4.9339, 3.5291)  0.051
C (4.0060, -3.0023, 0.9579)  0.002
H (-2.4905, 4.3537, -3.4671)  0.079
H (2.0284, -0.9622, 2.7004)  0.080
H (4.2134, -2.2076, 1.6747)  0.075
C (5.0817, -1.0978, -3.2435)  -0.540
H (-2.2780, -0.4547, -3.3796)  0.040
H (6.8368, -0.2295, 1.3097)  0.061
C (-4.4694, -3.6384, 0.8732)  -0.281
H (4.6742, 2.9516, 2.7200)  0.048
H (1.9377, -0.8930, -0.1768)  0.053
H (-2.0803, 1.0447, 0.9103)  0.095
H (6.2728, -4.0980, -2.9059)  0.092
C (-1.5057, -0.3545, -0.5466)  -0.557
H (-0.9572, 5.7244, -2.1118)  0.122
H (0.2154, 0.8747, -0.3835)  0.094
H (0.9076, -1.7816, -4.7759)  0.042
C (5.5748, 2.4818, 2.3246)  -0.217
S (2.0953, 4.6674, -1.1203)  0.866
H (0.9899, -1.5214, -1.4708)  0.038
H (-2.4825, 1.0399, -4.0561)  0.050
N (-1.2637, 4.8394, -1.7338)  0.019
H (-5.7021, -6.5202, 3.0068)  0.052
H (2.8629, -5.0277, 0.2499)  0.135
H (-2.5255, -1.7629, 3.9943)  0.071
H (-1.6814, -1.0129, 5.3688)  0.083
H (-5.9134, 5.9397, 3.6288)  0.047
O (-1.9187, -1.4757, -0.6628)  0.041
H (-2.3617, 2.9773, -2.4663)  0.056
C (0.7360, -1.3560, 4.3129)  -0.602
H (-2.0825, 6.3303, 0.8084)  0.069
C (-5.5228, -5.9241, 2.1120)  -0.258
C (4.3831, -0.7457, -1.9482)  -0.007
H (3.5607, -1.4299, -1.7394)  0.066
H (3.9236, -7.1701, 0.8615)  0.077
H (6.4721, -2.0284, -4.1732)  0.151
H (0.6440, -2.0609, 0.1020)  0.076
C (3.3094, -6.6898, 1.6232)  -0.060
C (-1.6757, 0.3618, -3.7780)  -0.299
H (-3.9208, 2.9381, 2.0787)  0.058
H (1.6490, -2.6987, 3.0064)  0.070
H (-6.1461, 4.3444, 3.9815)  0.056
H (-7.4633, 1.0814, -3.4857)  0.038
O (-0.0665, 0.8204, -5.8046)  -0.552
O (-4.6276, 5.4567, 0.8198)  -0.557
H (-0.8684, 3.6040, -3.2820)  0.079
H (-8.6836, 0.1322, -3.0305)  0.046
S (-4.5360, -4.4431, 2.4659)  0.803
N (3.2077, -5.3188, 1.1535)  0.012
O (4.4989, -4.4884, 2.8137)  -0.007
S (-5.6441, 4.6043, 1.5432)  0.827
H (5.0599, -0.8013, -1.0955)  0.045
H (-1.8134, -2.8036, 5.2396)  0.084
C (-1.3529, 4.7084, -0.3866)  -0.588
C (-1.6956, -1.8680, 4.6930)  -0.036
H (-4.8285, 2.5686, 0.6535)  0.009
H (-5.2413, 0.1211, -3.1437)  0.035
S (-0.7720, -0.3541, -5.1351)  0.860
H (-0.6670, 5.5063, 1.4425)  0.083
H (-6.4115, -5.6212, 1.5583)  0.049
H (4.9234, -3.2881, 0.4433)  0.074
H (7.1094, 0.1532, -0.3581)  0.044
H (1.9467, 2.3862, 0.0875)  0.052
O (3.2475, 4.9450, -2.1281)  -0.591
C (6.8953, 0.6047, 0.6106)  -0.244
H (-4.9043, -6.5337, 1.4532)  0.052
C (0.4314, -1.1056, -4.0658)  -0.291
N (-0.3947, -1.9682, 4.0014)  0.015
O (0.8960, -0.6241, 5.2656)  0.036
N (5.9942, -2.0655, -3.2842)  0.001
S (5.3849, 1.6556, 0.6290)  0.845
H (-3.7557, -2.8147, 0.8931)  0.036
O (4.9166, -0.4318, -4.2768)  0.017
C (-5.5630, 4.9619, 3.2982)  -0.292
H (7.7717, 1.1829, 0.9037)  0.047
H (3.3449, 6.1396, 0.3835)  0.052
O (-1.6399, 3.6387, 0.0900)  0.019
C (3.0855, 5.0817, 0.4256)  -0.228
H (-4.7654, -1.3414, -2.2353)  0.040
C (-5.5862, -0.8301, -2.7382)  -0.228
H (2.4396, -7.3465, 1.6356)  0.081
H (1.8178, 2.2446, -1.7127)  0.046
H (-5.4073, -3.0938, 0.7650)  0.042
H (0.0866, -1.7950, -3.2951)  0.047
H (-6.0854, -1.4660, -3.4694)  0.055
C (-1.1196, 5.9003, 0.5325)  0.000
H (-0.5869, 6.7411, 0.0883)  0.072
H (3.9278, -6.8640, 2.5037)  0.089
N (-0.1258, -0.0758, -0.3935)  0.042
H (3.1528, -2.8208, 0.3044)  0.058
H (6.4282, 3.1599, 2.3212)  0.048
H (-1.9943, 1.5753, -0.7536)  0.038
C (0.9153, -1.1583, -0.4457)  -0.067
C (2.2130, 2.8208, -0.8760)  -0.251
H (1.2510, -0.5147, -3.6569)  0.065
H (2.5104, 4.6136, 1.2246)  0.041
C (-2.3895, 0.7940, -0.1044)  -0.001
C (-1.8028, 3.8584, -2.7818)  -0.019
C (-7.9728, 0.8119, -2.5605)  -0.241
H (-3.4549, 0.6983, -0.3139)  0.065
H (4.0910, 0.3008, -2.0352)  0.082
C (5.9915, -3.1758, -2.3975)  -0.089
H (4.0439, 4.5629, 0.4074)  0.027
H (5.8388, 1.6486, 2.9759)  0.045
C (-4.9328, 2.9380, 1.6737)  -0.267

For the total energy, the calculation gives -124127.7794 eV. For the energy above the lowest of the compared OMol25 structures with the same formula, charge and spin, the calculation gives 342.7 kJ/mol. The value obtained for the LUMO energy is 0.22 eV.

---

Record 2
This record from the Open Molecules 2025 dataset describes 12 unconnected molecules or ions with the total composition C27H72BrN2O11 in a non-equilibrium geometry. The level of theory is ωB97M-V with the def2-TZVPD basis set.

Last column: Löwdin charge in e.
Cartesian coordinates (Å):
H (2.6650, -8.8821, -2.2751)  0.115
H (3.5103, -1.9793, 6.6886)  0.075
O (1.2810, 8.2819, -4.7506)  -0.082
C (-9.1282, -0.1242, 1.6300)  -0.314
H (3.7023, -7.8480, -1.2758)  0.108
H (2.7972, 0.0738, 7.9523)  0.104
C (3.6965, 0.0774, 7.3280)  -0.321
H (2.6624, 3.2268, -2.6374)  0.117
H (-4.9901, -0.8603, 3.6196)  0.117
C (-10.0095, 0.1689, 2.8277)  -0.091
H (5.2822, 0.2718, -6.4343)  0.070
H (-2.4284, 6.8823, -4.4562)  0.081
H (5.3023, -0.5127, -8.0291)  0.077
C (1.7983, -8.3450, -0.3751)  -0.087
H (4.5620, -0.0966, 7.9706)  0.115
H (-1.9278, 1.8287, 6.6926)  0.082
H (0.9824, -3.3173, -0.7649)  0.056
Br (-1.1363, -1.4981, -1.6727)  0.765
N (3.7394, 0.5453, -2.7490)  0.114
H (-1.6135, -4.7635, -1.9533)  0.043
H (4.2636, 1.2602, -2.1959)  0.117
C (-2.3629, 5.7940, -4.3717)  -0.085
O (-4.2540, 0.8164, 4.5330)  -0.112
H (3.0345, -2.8413, 1.4640)  0.083
H (2.7596, -0.7992, 5.5904)  0.058
H (-6.1203, 0.5007, 3.7310)  0.097
H (-1.8906, -7.4018, -0.4122)  0.113
O (2.9656, -3.0607, -1.2038)  -0.096
H (4.5093, -0.9658, 5.6230)  0.076
C (0.0479, 0.0534, -1.9442)  -0.536
H (6.0191, -1.3139, -6.6136)  0.079
H (-4.7164, 1.7771, 2.0774)  0.075
H (-1.3190, 5.5229, -4.5527)  0.063
C (1.9166, 2.3939, -2.4268)  0.039
H (3.0295, -0.7132, -6.9765)  0.107
H (1.8535, 8.6723, -4.0766)  0.085
H (-3.6033, 0.4195, 1.9745)  0.068
H (0.7652, -8.5245, -0.6845)  0.072
O (3.7390, -1.5674, -5.2461)  -0.108
H (-2.2607, 1.2732, 5.0614)  0.051
H (3.8219, -3.2178, -0.7828)  0.097
C (0.4359, 2.7343, -2.0825)  0.036
H (1.2815, -3.0030, 1.7061)  0.083
H (1.9512, -1.6237, 0.8053)  0.065
H (4.0580, 2.4511, 2.0461)  0.118
H (-1.6406, 1.6567, -1.6094)  0.106
C (1.9474, 7.1392, -5.2709)  -0.321
C (-0.2519, 0.8682, 5.7258)  -0.314
H (1.2728, 5.8306, -3.6922)  0.055
C (3.8622, -1.3426, -6.6466)  -0.320
H (2.8307, 6.5829, -3.3787)  0.077
H (-9.6493, 1.0520, 3.3620)  0.077
C (2.6682, -8.0413, -1.5786)  -0.315
O (-1.9751, 5.9280, -1.9976)  -0.101
H (2.7846, 3.5692, 1.5244)  0.113
N (1.4380, -0.2343, -2.2379)  0.104
C (5.1926, -0.6859, -6.9561)  -0.093
H (-0.0674, 0.0725, 5.0000)  0.111
H (-1.2456, -4.7672, 0.4251)  0.067
H (3.8993, -0.3320, -2.2038)  0.110
H (1.7815, -7.4954, 0.3143)  0.068
C (2.2112, 6.1381, -4.1633)  -0.105
H (1.3108, 6.6984, -6.0410)  0.114
H (3.7857, -2.3076, -7.1515)  0.116
C (-0.5371, 1.5095, -1.8382)  -0.017
H (2.1854, -6.1563, -1.6423)  0.051
H (3.7988, -0.7070, -4.8060)  0.033
H (-5.2706, 0.2379, 1.3823)  0.062
H (2.7189, 5.2511, -4.5520)  0.068
H (-3.0207, -6.0403, -0.2989)  0.109
C (-1.9802, -6.3169, -0.4958)  -0.312
H (2.3241, 0.8890, 2.9506)  0.076
H (-2.1599, 0.0938, 6.3830)  0.084
H (0.1194, 2.7767, 5.8498)  0.093
H (1.0516, 1.9877, 2.4369)  0.076
H (-2.0653, 6.8873, -2.0773)  0.089
H (3.0624, 1.5135, 6.1764)  0.061
C (1.9526, -3.4823, -0.2925)  -0.323
H (-4.3469, 1.7759, 4.4570)  0.090
C (3.0185, 2.5178, 1.7187)  -0.299
C (2.0554, -2.6955, 0.9990)  -0.072
H (-2.9843, 5.3433, -5.1490)  0.079
H (-2.1686, -6.3025, -2.6495)  0.081
C (2.0925, 1.9427, 2.7707)  -0.092
O (-1.1533, -5.7261, 0.5011)  -0.095
C (-4.6479, 0.6880, 2.1586)  -0.094
H (0.2830, 0.6239, 6.6497)  0.103
H (1.9714, 1.8582, 0.2110)  0.047
H (-2.7130, 4.2500, -2.9068)  0.097
H (2.1828, 2.4886, 3.7108)  0.066
H (-3.8410, 5.6146, -2.8016)  0.112
H (2.0683, -4.5546, -0.1082)  0.104
H (2.1643, -9.2245, 0.1598)  0.077
O (0.2789, 2.0804, 5.1981)  -0.107
C (-1.5461, -5.8533, -1.8723)  -0.081
H (0.0933, 3.8272, -2.0137)  0.114
H (1.7999, -1.2052, -2.2921)  0.140
O (2.8911, 1.7874, 0.5006)  -0.118
H (-9.1352, 0.7182, 0.9350)  0.114
O (2.1706, -6.8982, -2.2639)  -0.092
O (-7.7842, -0.3381, 2.0488)  -0.105
C (-1.7378, 1.0179, 5.9823)  -0.089
C (3.6136, -0.9840, 6.2496)  -0.094
H (-11.0433, 0.3406, 2.5191)  0.077
H (-9.9879, -0.6637, 3.5369)  0.074
C (2.3238, 0.8737, -2.4632)  -0.178
H (2.8831, 7.4603, -5.7387)  0.112
H (-9.4764, -1.0144, 1.0971)  0.109
O (3.8371, 1.3636, 6.7365)  -0.087
C (-5.0807, 0.2250, 3.5353)  -0.313
H (-0.5023, -6.1223, -2.0563)  0.064
H (-7.7847, -1.0903, 2.6563)  0.087
C (-2.8007, 5.3358, -2.9945)  -0.326

For the total energy, the calculation gives -124699.4592 eV. The charge is +1. For the energy above the lowest of the compared OMol25 structures with the same formula, charge and spin, the calculation gives 0.0 kJ/mol. The value obtained for the LUMO energy is -4.52 eV.

---

Molecular weight / g/mol: 834.29; 680.78